ORCA calculation (the ωB97M-V functional and the def2-TZVPD basis) on an isolated molecule of C4H4N2.

Last column: Mulliken charge in e.
Positions of all 10 atoms, in Å:
C (0.6708, 0.8361, -0.1130)  -0.23
C (-0.7025, 0.7976, 0.0152)  -0.21
C (-1.2819, -0.4508, 0.2330)  -0.15
N (-0.6292, -1.5956, 0.0823)  -0.35
N (0.6785, -1.5677, -0.1332)  -0.36
C (1.3187, -0.4030, -0.1195)  -0.20
H (1.2351, 1.7572, -0.2416)  0.35
H (-1.3679, 1.6442, -0.1095)  0.35
H (-2.3233, -0.5288, 0.5349)  0.39
H (2.4017, -0.4893, -0.1487)  0.40

Computed properties:
Electronic energy   -7191.6047 eV
Highest occupied orbital energy   -9.4 eV
Lowest unoccupied orbital energy   0.52 eV
HOMO-LUMO gap   9.9 eV

ORCA calculation (the ωB97M-V functional and the def2-TZVPD basis) on an isolated molecule of C5H9Cl.

Last column: Mulliken charge in e.
Positions of all 15 atoms, in Å:
C (-1.5621, -1.6775, -1.0843)  -0.68
C (-1.3296, -1.0440, 0.0641)  -0.30
C (0.0333, -0.5784, 0.5824)  0.06
Cl (1.2891, -1.7808, 0.3505)  -0.15
C (0.3366, 0.8072, -0.1393)  -0.36
C (1.4752, 1.5688, 0.5191)  -1.08
H (-2.4829, -2.1714, -1.4055)  0.29
H (-0.7059, -1.6927, -1.8457)  0.16
H (-2.2778, -0.6507, 0.5068)  0.30
H (-0.2442, -0.2656, 1.6184)  0.30
H (0.6457, 0.7287, -1.1962)  0.31
H (-0.6393, 1.3843, 0.0169)  0.26
H (1.3208, 2.1133, 1.4955)  0.31
H (2.3361, 0.8592, 0.6742)  0.27
H (1.8050, 2.3996, -0.1571)  0.32

Computed properties:
Electronic energy   -17851.9118 eV
Highest occupied orbital energy   -9.5 eV
Lowest unoccupied orbital energy   1.03 eV
HOMO-LUMO gap   10.5 eV

ORCA calculation (the ωB97M-V functional and the def2-TZVPD basis) on a cluster of 10 separate species, C19H58N2O19 in total.

Last column: Mulliken charge in e.
Positions of all 98 atoms, in Å:
N (-15.9573, 9.3257, 0.9616)  1.96
C (-16.7091, 8.9053, 0.0483)  -0.10
N (-17.8938, 9.4183, 0.1764)  1.86
O (-16.3925, 8.2319, -0.9556)  -1.36
H (-14.9594, 9.1702, 0.9703)  -0.49
H (-16.3992, 9.7511, 1.7640)  -0.58
H (-18.2035, 10.0732, 0.8802)  -0.53
H (-18.5568, 9.2023, -0.5542)  -0.53
O (-13.3631, 9.0875, 4.0143)  -0.60
C (-13.5519, 7.7059, 3.6071)  -0.26
C (-15.0137, 7.3043, 3.4652)  0.71
O (-15.3533, 6.1096, 4.2070)  -0.67
H (-12.4620, 9.4168, 3.9798)  0.29
H (-13.1040, 7.6495, 2.6150)  -0.04
H (-12.9590, 7.0777, 4.2718)  0.43
H (-15.1560, 7.0883, 2.4063)  -0.12
H (-15.7259, 8.0580, 3.8013)  -0.09
H (-16.2567, 5.7888, 4.1565)  0.32
O (-14.8022, 11.2312, 2.9366)  -0.29
C (-14.8152, 11.9412, 4.1909)  -0.37
C (-16.2341, 12.2323, 4.6477)  -0.03
O (-16.8723, 11.0336, 4.9899)  -0.63
H (-14.2419, 10.4656, 3.0831)  0.13
H (-14.3305, 11.2951, 4.9228)  0.27
H (-14.2145, 12.8464, 4.1015)  0.38
H (-16.8644, 12.6853, 3.8824)  -0.26
H (-16.2816, 12.9498, 5.4668)  0.42
H (-17.1680, 10.5910, 4.1910)  0.29
O (-13.4366, 8.8232, -0.1859)  -0.35
C (-12.4284, 9.6797, 0.3025)  -0.23
C (-11.0790, 9.0586, -0.0003)  -0.49
O (-10.6521, 7.8548, 0.5886)  -0.52
H (-13.3952, 8.8240, -1.1451)  0.21
H (-12.5903, 10.6511, -0.1647)  0.35
H (-12.5580, 9.7473, 1.3827)  -0.02
H (-10.3541, 9.8495, 0.1926)  0.39
H (-11.0761, 8.8465, -1.0694)  0.29
H (-11.4096, 7.2788, 0.4621)  0.29
O (-20.8199, 12.3123, 2.7997)  -0.43
C (-21.5724, 12.6359, 1.6367)  -1.02
C (-21.5118, 11.6545, 0.4666)  0.28
O (-22.0869, 10.3534, 0.7804)  -0.49
H (-20.8154, 13.0516, 3.4121)  0.25
H (-22.6074, 12.7671, 1.9524)  0.49
H (-21.2533, 13.5828, 1.2013)  0.45
H (-20.4445, 11.5172, 0.2930)  -0.16
H (-21.9659, 12.1698, -0.3798)  0.49
H (-23.0465, 10.3248, 0.7773)  0.27
O (-19.3591, 9.6771, -2.2140)  -0.34
C (-20.7004, 9.2692, -2.3290)  -0.06
C (-21.0745, 8.8215, -3.7602)  -0.79
O (-20.2064, 7.7338, -4.0947)  -0.40
H (-18.7950, 9.1020, -2.7362)  0.09
H (-20.8442, 8.3563, -1.7512)  0.16
H (-21.3421, 10.0635, -1.9475)  0.16
H (-20.9595, 9.6214, -4.4916)  0.24
H (-22.0500, 8.3352, -3.7501)  0.50
H (-20.7906, 7.0067, -4.3218)  0.27
O (-21.1604, 8.9789, 3.2287)  -0.63
C (-20.2306, 8.2811, 2.5460)  -0.44
C (-18.8249, 8.5515, 3.0132)  -0.10
O (-18.5232, 9.9274, 2.8422)  -0.48
H (-21.3599, 9.8185, 2.8081)  0.29
H (-20.3743, 7.2146, 2.7194)  0.46
H (-20.2806, 8.3701, 1.4608)  0.02
H (-18.1826, 7.8206, 2.5219)  0.15
H (-18.6382, 8.3459, 4.0672)  0.41
H (-19.2386, 10.4506, 3.2111)  0.15
O (-18.1610, 14.7127, 0.5874)  -0.60
C (-17.8048, 13.3355, 0.8977)  0.56
C (-16.9980, 12.6368, -0.2048)  0.67
O (-17.9718, 12.3005, -1.2796)  -0.57
H (-18.7515, 14.6240, -0.1643)  0.36
H (-17.3705, 13.3975, 1.8955)  -0.12
H (-18.7419, 12.8060, 1.0700)  -0.38
H (-16.4796, 11.7174, 0.0673)  -0.66
H (-16.2047, 13.2447, -0.6399)  0.36
H (-18.0312, 11.3753, -1.5288)  0.27
O (-16.9490, 5.5662, -0.5306)  -0.39
C (-15.7968, 4.7125, -0.4437)  -0.12
C (-15.4618, 4.0726, -1.8151)  -0.46
O (-14.9285, 4.9574, -2.8689)  -0.61
H (-16.5476, 6.3298, -0.9519)  0.04
H (-14.8866, 5.1665, -0.0517)  0.09
H (-15.9062, 3.8958, 0.2699)  0.48
H (-16.3163, 3.5460, -2.2401)  0.20
H (-14.6834, 3.3272, -1.6518)  0.39
H (-15.5891, 5.6456, -2.9767)  0.20
O (-15.9452, 8.8956, -3.4795)  -0.46
C (-15.8518, 7.8482, -4.4732)  -0.61
C (-17.1334, 6.9764, -4.5820)  -0.35
O (-17.3688, 6.4293, -3.3174)  -0.10
H (-16.1304, 8.4374, -2.6565)  0.36
H (-15.5358, 8.2023, -5.4544)  0.43
H (-14.9527, 7.2782, -4.2394)  0.34
H (-16.7806, 6.1750, -5.2311)  0.45
H (-17.9687, 7.5505, -4.9831)  0.26
H (-18.0451, 5.7996, -3.5773)  0.14

Computed properties:
Electronic energy   -62521.5490 eV
Highest occupied orbital energy   -9.4 eV
Lowest unoccupied orbital energy   0.21 eV
HOMO-LUMO gap   9.6 eV

ORCA calculation (the ωB97M-V functional and the def2-TZVPD basis) on a cluster of 2 separate species, C3H7O5P in total.

Last column: Mulliken charge in e.
Positions of all 16 atoms, in Å:
C (0.4142, 2.1037, 0.7816)  -0.80
C (0.5964, -2.3003, -0.3358)  -0.76
C (0.3765, -0.0464, 0.1235)  -1.10
O (-1.8206, 0.4804, 1.2662)  -0.79
O (-2.0406, -1.1031, -0.8617)  -0.87
O (-1.6046, 1.3437, -1.2035)  -0.76
O (0.9786, 0.8153, 0.9110)  0.03
O (0.8618, -1.2238, 0.4889)  0.04
P (-1.4976, 0.2191, -0.2575)  0.88
H (1.0344, 2.7522, 1.4030)  0.24
H (-0.6853, 2.0751, 1.1499)  0.37
H (0.3295, 2.3533, -0.2522)  0.35
H (0.6949, -3.1064, 0.2655)  0.27
H (1.2840, -2.3526, -1.2405)  0.31
H (-0.4504, -2.1833, -0.8066)  0.28
H (1.5288, 0.1731, -1.4317)  0.30

Computed properties:
Electronic energy   -22748.2246 eV
Highest occupied orbital energy   0.6 eV
Lowest unoccupied orbital energy   6.75 eV
HOMO-LUMO gap   6.2 eV
Total charge   -2

ORCA calculation (the ωB97M-V functional and the def2-TZVPD basis) on an isolated molecule of C26H29N5O3.

Last column: Mulliken charge in e.
Positions of all 63 atoms, in Å:
C (-2.3806, -4.1016, 2.1541)  -1.14
C (-3.0045, -2.7117, 2.1351)  -0.74
N (-2.4516, -1.8683, 1.0766)  0.16
C (-2.8218, -2.1303, -0.2035)  0.74
O (-3.6867, -2.9444, -0.4628)  -0.68
C (-2.1570, -1.3078, -1.3041)  -1.15
N (-0.7488, -1.0916, -1.0769)  1.00
C (0.0197, -2.3185, -1.1514)  -1.31
C (1.4636, -2.0544, -0.8755)  -1.28
C (2.0060, -0.8403, -0.9266)  1.34
C (3.4184, -0.5995, -0.5933)  0.03
C (4.4068, -1.4950, -0.9982)  -0.63
C (5.7342, -1.2760, -0.6818)  -0.67
C (6.1009, -0.1580, 0.0487)  -0.38
C (5.1287, 0.7387, 0.4579)  -0.95
C (3.8007, 0.5250, 0.1368)  -0.12
C (1.1749, 0.3532, -1.3143)  0.99
C (-0.1566, -0.0769, -1.9235)  -1.54
C (-1.5146, -0.8656, 1.4328)  0.30
C (-1.8968, 0.4534, 1.3858)  -0.21
N (-3.1567, 0.7932, 0.9781)  -0.18
N (-1.0111, 1.4608, 1.6837)  0.10
C (-1.3359, 2.8723, 1.4779)  -2.19
C (-1.2137, 3.2490, 0.0217)  1.02
C (0.0495, 3.5024, -0.5015)  -0.10
C (0.2068, 3.8001, -1.8429)  -0.62
C (-0.8978, 3.8526, -2.6763)  -0.48
C (-2.1599, 3.6182, -2.1591)  -0.76
C (-2.3179, 3.3172, -0.8167)  -0.25
C (0.3046, 1.1840, 2.0336)  0.14
O (1.1158, 2.0621, 2.2331)  -0.65
N (0.6072, -0.1364, 2.1671)  0.15
C (-0.1980, -1.2403, 1.8794)  0.12
O (0.2378, -2.3590, 2.0435)  -0.66
H (-2.6084, -4.6157, 1.2244)  0.30
H (-2.7880, -4.6759, 2.9820)  0.43
H (-1.3030, -4.0226, 2.2663)  0.23
H (-4.0817, -2.8001, 1.9584)  0.45
H (-2.8324, -2.2021, 3.0855)  0.43
H (-2.3659, -1.8329, -2.2532)  0.36
H (-2.6561, -0.3334, -1.3439)  0.41
H (-0.0839, -2.8024, -2.1447)  0.47
H (-0.3652, -3.0196, -0.4063)  0.43
H (2.0489, -2.9147, -0.5886)  0.49
H (4.1281, -2.3609, -1.5803)  0.46
H (6.4871, -1.9787, -1.0087)  0.39
H (7.1381, 0.0134, 0.2966)  0.39
H (5.4045, 1.6110, 1.0325)  0.43
H (3.0565, 1.2283, 0.4794)  0.44
H (1.7267, 0.9732, -2.0250)  0.81
H (0.9780, 0.9655, -0.4322)  -1.02
H (0.0058, -0.4500, -2.9502)  0.36
H (-0.8293, 0.7836, -1.9783)  0.19
H (-3.5432, 1.6686, 1.2865)  0.32
H (-3.8038, 0.0203, 0.9436)  0.25
H (-0.5994, 3.4307, 2.0621)  0.61
H (-2.3306, 3.0905, 1.8725)  0.69
H (0.9078, 3.4698, 0.1527)  0.39
H (1.1928, 3.9943, -2.2374)  0.45
H (-0.7770, 4.0826, -3.7242)  0.39
H (-3.0265, 3.6684, -2.8016)  0.41
H (-3.3115, 3.1469, -0.4288)  0.26
H (1.5664, -0.3448, 2.4232)  0.38

Computed properties:
Electronic energy   -41027.7979 eV
Highest occupied orbital energy   -7.9 eV
Lowest unoccupied orbital energy   0.37 eV
HOMO-LUMO gap   8.3 eV

ORCA calculation (the ωB97M-V functional and the def2-TZVPD basis) on an isolated molecule of C3H6Si.

Last column: Mulliken charge in e.
Positions of all 10 atoms, in Å:
C (-1.7333, 0.8783, -0.8492)  -0.61
C (-0.6930, 0.0029, -0.7219)  -0.01
C (0.3943, -0.8553, -0.5811)  -0.28
Si (1.2346, -0.2885, 1.0147)  0.27
H (-1.8474, 1.7816, -1.4171)  0.28
H (-2.6157, 0.6692, -0.2046)  0.21
H (0.6891, -1.6039, -1.3487)  0.38
H (0.8188, -1.1537, 2.2721)  -0.06
H (1.0277, 1.1691, 1.0527)  -0.08
H (2.7249, -0.5995, 0.7831)  -0.10

Computed properties:
Electronic energy   -11082.8453 eV
Highest occupied orbital energy   -9.4 eV
Lowest unoccupied orbital energy   1.01 eV
HOMO-LUMO gap   10.4 eV

ORCA calculation (the ωB97M-V functional and the def2-TZVPD basis) on the ion C6H13BN3O2 with charge +1.

Last column: Mulliken charge in e.
Positions of all 25 atoms, in Å:
C (-0.7165, 1.3542, 1.0102)  -0.26
N (0.1995, 1.1656, 0.1048)  -0.01
C (0.8562, -0.1475, -0.2460)  0.46
C (0.1088, -1.2952, -0.3327)  -0.78
C (-1.3246, -1.3704, -0.4995)  -0.19
N (-2.0893, -0.5324, 0.0021)  -0.43
B (-3.3405, 0.0198, -0.0784)  0.71
O (-4.2526, -0.4734, 0.8558)  -0.53
O (-3.4989, 1.1324, -0.8652)  -0.50
N (2.1873, -0.1408, -0.2824)  0.09
C (2.9062, 1.0962, -0.1028)  -0.88
C (2.9096, -1.3909, -0.0999)  -1.18
H (-1.4705, 2.1149, 0.8842)  0.32
H (-0.5390, 0.9156, 1.9854)  0.32
H (0.0467, 1.7198, -0.7392)  0.30
H (0.6853, -2.1397, -0.7714)  0.33
H (-1.6927, -2.2610, -1.0118)  0.44
H (-5.1678, -0.1039, 0.9065)  0.30
H (-4.3496, 1.5077, -0.6000)  0.30
H (2.3832, 1.8957, -0.6674)  0.30
H (2.8741, 1.3966, 0.9661)  0.32
H (3.9526, 0.8379, -0.4642)  0.38
H (2.3639, -1.8736, 0.6888)  0.49
H (3.0797, -2.1902, -0.8733)  0.29
H (3.8888, -1.2375, 0.2304)  0.42

Computed properties:
Electronic energy   -15668.5974 eV
Highest occupied orbital energy   -12.1 eV
Lowest unoccupied orbital energy   -4.66 eV
HOMO-LUMO gap   7.4 eV
Total charge   +1

ORCA calculation (the ωB97M-V functional and the def2-TZVPD basis) on the ion C7H14N3O2 with charge +1.

Last column: Mulliken charge in e.
Positions of all 26 atoms, in Å:
C (-2.6406, 0.7452, 0.5202)  -1.54
C (-1.4834, -0.1003, 0.0008)  0.88
C (-1.2165, 0.2669, -1.4598)  -1.60
C (-1.9888, -1.5784, 0.0689)  -1.37
N (-0.3108, 0.1714, 0.8832)  -0.32
N (0.4060, 1.3693, 0.5773)  -0.05
C (1.4999, 1.5138, -0.1297)  0.28
O (2.0280, 2.4856, -0.5705)  -0.50
N (2.2363, 0.2874, -0.6772)  0.02
C (3.0187, -0.5773, -0.1870)  0.65
C (3.6243, -1.1983, 1.0016)  -0.30
O (3.8385, -1.4682, -0.4551)  -0.34
H (-3.3555, 0.6143, -0.2623)  0.41
H (-2.9047, 0.2922, 1.5339)  0.43
H (-2.3422, 1.7519, 0.4806)  0.50
H (-0.7604, 1.2569, -1.5372)  0.33
H (-2.0827, 0.2171, -2.0539)  0.48
H (-0.5138, -0.5094, -1.7457)  0.40
H (-2.1354, -1.7502, 1.1288)  0.43
H (-3.0188, -1.5621, -0.3989)  0.33
H (-1.3574, -2.2033, -0.5071)  0.39
H (-0.6432, 0.1769, 1.8141)  0.33
H (-0.1621, 2.1858, 0.6579)  0.32
H (2.3396, 0.3899, -1.6707)  0.32
H (3.3405, -1.9955, 1.6204)  0.28
H (4.5845, -0.7815, 1.3672)  0.23

Computed properties:
Electronic energy   -16040.9796 eV
Highest occupied orbital energy   -13.4 eV
Lowest unoccupied orbital energy   -3.47 eV
HOMO-LUMO gap   10.0 eV
Total charge   +1